[1]
Formula: C35H34N11O8SSc
Source: OMol25
Level of theory: wB97M-V/def2-TZVPD

Output
E_tot in hartree: -3716.8135
Energy above the lowest of the compared OMol25 structures with the same formula, charge and spin in kJ/mol: 0.0
E_HOMO in eV: -12.776
Kohn-Sham gap in eV: 6.8

Structure (ORCA input):
```
! wB97M-V def2-TZVPD RIJCOSX def2/J DEFGRID3
* xyz 2 1
Sc -1.2601 -0.3455 0.0863
C -0.7770 -0.8351 -5.5624
N -1.0984 -0.3874 -4.2132
C -0.8939 -0.9219 -2.9781
N -1.3761 -0.1080 -2.0669
C -1.9619 0.9168 -2.8000
N -1.8533 0.7900 -4.0929
C 0.4799 -0.1548 -6.0904
C 0.3412 0.5034 -7.3134
C 1.4326 1.2015 -7.8097
C 2.6524 1.2387 -7.1573
C 2.8057 0.5505 -5.9475
C 1.7332 -0.1980 -5.4209
C 4.0008 0.7010 -5.1230
N 5.0454 1.4283 -5.3228
N 5.9571 1.2066 -4.2046
C 5.3586 0.4424 -3.3584
O 4.1237 0.0185 -3.8912
C 5.7844 0.0359 -2.0528
C 7.0897 0.2379 -1.5818
C 7.4305 -0.1598 -0.3216
C 6.4488 -0.6591 0.5740
C 5.1697 -0.8483 0.1030
C 4.2172 -1.5011 1.1159
N 2.8450 -1.6195 0.6444
C 1.9906 -0.6819 0.2210
N 0.7459 -1.1344 0.3247
C 0.9325 -2.4733 0.6821
N 2.1607 -2.7943 0.9834
C 4.8261 -0.5788 -1.2390
H -1.6573 -0.5795 -6.1922
H -0.6655 -1.9387 -5.5503
H -0.3111 -1.8065 -2.7917
H -2.4854 1.7527 -2.3637
H -0.5843 0.4543 -7.8767
H 1.3489 1.7221 -8.7794
H 3.4885 1.8086 -7.5736
H 1.8463 -0.7870 -4.5011
H 7.7794 0.6862 -2.2761
H 8.4579 -0.0565 0.0542
H 6.7194 -0.8912 1.6181
H 4.2612 -0.8204 2.0001
H 4.5015 -2.5369 1.4249
H 2.2570 0.3708 0.0260
H 0.0949 -3.1074 0.7986
H 3.8592 -0.8919 -1.6572
O -2.6201 -5.0765 0.5460
C -3.8887 -4.5721 0.7132
C -4.9388 -5.4189 1.0687
C -6.1968 -4.9564 1.3111
C -6.3948 -3.5566 1.3211
C -5.3567 -2.6846 1.0236
C -4.0623 -3.1610 0.7085
C -2.9652 -2.2099 0.4598
O -1.8914 -2.4302 -0.2642
O -3.1840 -1.0077 0.9195
H -2.6285 -6.0406 0.8023
H -4.6692 -6.4822 1.0473
H -7.0046 -5.6584 1.5837
H -7.3972 -3.1556 1.5219
H -5.5418 -1.6116 1.1466
C -0.5184 0.4486 7.4026
C -1.1941 1.7747 7.0331
S -1.2556 2.0993 5.2288
O -0.0421 2.8274 4.8761
O -1.4993 0.8684 4.5288
C -2.6893 3.1702 4.7796
C -2.4544 3.9725 3.4611
N -1.7916 3.2338 2.3604
C -2.2818 2.1568 1.6900
N -1.3071 1.6083 0.9286
C -0.1713 2.3623 1.0805
C -0.4294 3.3795 1.9795
N 0.3524 4.4753 2.1477
O 0.0503 5.3509 2.9844
O 1.3401 4.4959 1.3962
C -3.6537 1.6774 1.7546
H -0.4705 0.2984 8.5192
H 0.4730 0.3758 6.9836
H -1.0971 -0.4009 7.0130
H -0.7121 2.6654 7.4356
H -2.2102 1.7682 7.3979
H -2.9083 3.8111 5.6567
H -3.5363 2.4965 4.6288
H -1.8332 4.8515 3.6282
H -3.4399 4.2274 3.0132
H 0.6625 2.1576 0.4333
H -4.3463 2.5161 1.8092
H -3.7412 0.9551 2.5605
H -3.8165 1.1498 0.8332
*
```

Results of the Löwdin charge analysis, in e, for atoms 1 through 6: 1.26, -0.07, -0.06, -0.08, -0.04, -0.15


[2]
Formula: CHAgLiO2
Source: OMol25
Level of theory: wB97M-V/def2-TZVPD

Output
E_tot in hartree: -343.3098
Energy above the lowest of the compared OMol25 structures with the same formula, charge and spin in kJ/mol: 0.0
E_HOMO (alpha / beta) in eV: -11.176 / -16.207
⟨S²⟩: 2.00
Kohn-Sham gap (alpha / beta) in eV: 6.7 / 8.0

Structure (ORCA input):
```
! wB97M-V def2-TZVPD RIJCOSX def2/J DEFGRID3
* xyz 1 3
O -0.6262 -0.2514 -0.6440
H -0.0313 -0.5643 -1.3363
Ag -2.3757 0.3999 -1.3078
O 1.8721 1.3227 1.2790
C 1.4213 0.3334 0.9356
Li -0.2602 -1.2402 1.0736
*
```

The molecule's Löwdin atomic charges, reported in e, are given here: -0.61, -0.01, 0.74, 0.12, 0.01, 0.74


[3]
Formula: C30H67Br2FN8O4P4S2
Source: OMol25
Level of theory: wB97M-V/def2-TZVPD

Output
E_tot in hartree: -9331.9064
E_HOMO in eV: -7.691
Kohn-Sham gap in eV: 6.6

Structure (ORCA input):
```
! wB97M-V def2-TZVPD RIJCOSX def2/J DEFGRID3
* xyz 0 1
C -0.5867 4.9609 4.0750
C -1.0021 6.2955 4.6250
Br 0.1187 7.0068 5.9740
C -2.0665 6.9689 4.1912
Br -2.5261 8.6729 4.8774
P -3.1793 6.3473 2.8615
F -2.2823 7.3188 1.8115
C -4.6623 7.3773 2.5165
C -5.6782 6.7063 1.5557
C -7.0588 6.5309 2.2097
S -8.1272 5.4581 1.2007
C -8.6161 4.1006 2.2613
S -9.8465 4.2395 3.2893
N -7.8970 2.8994 2.1347
C -7.3631 2.1874 3.1858
C -6.7284 1.1268 2.6353
N -6.8880 1.1484 1.2673
C -7.5750 2.2044 0.9928
O -2.8714 5.0352 1.9643
C -2.7683 5.1311 0.5286
C -3.0875 3.7255 -0.0502
C -4.2280 3.8199 -1.0896
C -1.8055 3.1722 -0.7192
C -1.7096 1.6284 -0.7355
C -2.5450 1.0728 -1.9071
C -0.2348 1.2097 -0.9188
P -4.1450 4.9475 4.3352
C -4.9980 5.9710 5.5933
O -5.3965 4.1731 3.5595
H -1.3259 4.2135 4.3722
H 0.3629 4.6332 4.4922
H -0.4895 4.9615 2.9914
H -4.2945 8.2681 2.0062
H -5.1200 7.7417 3.4362
H -5.8239 7.3146 0.6643
H -5.3665 5.6996 1.2778
H -7.5252 7.5140 2.2954
H -6.9625 6.1378 3.2191
H -7.4956 2.5300 4.1953
H -6.1816 0.3869 3.1948
H -7.8881 2.5278 0.0140
H -3.4737 5.8441 0.1066
H -1.7678 5.4184 0.2111
H -3.3538 3.0758 0.7853
H -3.7966 3.9383 -2.0850
H -4.8493 2.9264 -1.0915
H -4.8564 4.6971 -0.9255
H -0.9653 3.5015 -0.0981
H -1.6894 3.5885 -1.7224
H -2.1185 1.2968 0.2207
H -2.3343 1.6578 -2.8033
H -3.6074 1.1417 -1.6740
H -2.2842 0.0267 -2.0669
H 0.3873 2.0623 -1.1914
H -0.1598 0.4765 -1.7242
H 0.1696 0.7189 -0.0335
H -4.9343 5.4171 6.5297
H -4.4849 6.9183 5.7508
H -6.0550 6.1303 5.3699
H -5.0190 3.4908 2.9911
O 3.3688 -0.7210 -2.6704
P 3.2020 -1.2324 -4.0560
N 1.7821 -0.4452 -4.5838
C 0.7265 -1.0335 -5.3827
C 1.7748 1.0069 -4.4951
N 2.9393 -2.8895 -3.7671
C 1.9698 -3.7090 -4.4651
C 3.1145 -3.3678 -2.3994
N 3.8546 -1.5625 -5.6138
C 5.1477 -2.2884 -5.5490
C 4.0818 -0.3721 -6.4599
H 1.0818 -1.4777 -6.3213
H -0.0059 -0.2739 -5.6551
H 0.1796 -1.7959 -4.8265
H 2.3557 1.4913 -5.2928
H 2.1958 1.3310 -3.5419
H 0.7593 1.4020 -4.5367
H 0.9695 -3.6282 -4.0215
H 2.2674 -4.7606 -4.4140
H 1.9122 -3.4605 -5.5234
H 2.2514 -3.1315 -1.7646
H 4.0037 -2.9369 -1.9494
H 3.2620 -4.4496 -2.3900
H 5.9264 -1.7005 -5.0529
H 5.4820 -2.5237 -6.5596
H 5.0354 -3.2283 -5.0165
H 4.6799 0.3962 -5.9611
H 3.1357 0.0674 -6.7713
H 4.5992 -0.6686 -7.3714
O 4.6144 -6.2643 -0.7164
P 4.7939 -6.9354 0.6160
N 6.1450 -5.9226 1.0578
C 7.3862 -6.3612 1.6566
C 5.8913 -4.4904 1.1240
N 5.3198 -8.4763 0.1244
C 6.5088 -9.1489 0.6080
C 5.0495 -8.8509 -1.2578
N 4.6286 -7.4396 2.2722
C 3.5477 -8.4463 2.4614
C 4.3482 -6.3610 3.2430
H 7.2507 -6.9389 2.5823
H 8.0046 -5.5015 1.9155
H 7.9795 -6.9602 0.9629
H 5.3544 -4.1833 2.0335
H 5.2943 -4.1695 0.2694
H 6.8243 -3.9276 1.0849
H 7.4046 -8.8332 0.0612
H 6.4049 -10.2303 0.4745
H 6.6647 -8.9878 1.6720
H 5.7583 -8.3935 -1.9576
H 4.0449 -8.5625 -1.5537
H 5.1130 -9.9369 -1.3598
H 2.5614 -8.0459 2.2099
H 3.5329 -8.7728 3.5013
H 3.7285 -9.3250 1.8484
H 3.4890 -5.7480 2.9596
H 5.2137 -5.7163 3.3658
H 4.1478 -6.7997 4.2197
*
```

Results of the Löwdin charge analysis, in e, for atoms 1 through 6: -0.14, -0.82, 0.74, -0.84, 0.75, 0.57


[4]
Formula: C34H49BrN3O3P2S2SiV
Source: OMol25
Level of theory: wB97M-V/def2-TZVPD

Output
E_tot in hartree: -7001.7553
Energy above the lowest of the compared OMol25 structures with the same formula, charge and spin in kJ/mol: 201.9
E_HOMO (alpha / beta) in eV: -3.973 / -4.011
⟨S²⟩: 3.78
Kohn-Sham gap (alpha / beta) in eV: 6.4 / 6.5

Structure (ORCA input):
```
! wB97M-V def2-TZVPD RIJCOSX def2/J DEFGRID3
* xyz -1 4
V 0.5332 -0.0071 0.1467
C 4.4462 -1.7962 4.3513
C 3.3087 -0.7997 4.3772
O 2.0856 -1.4686 4.0021
P 1.2522 -0.9288 2.7291
S -0.4004 -1.9520 2.6260
S 2.5534 -0.9313 1.2078
O 1.0304 0.6011 3.1999
C -0.2476 1.2588 3.2616
C -0.8969 1.1033 4.6186
H 5.3527 -1.3535 4.7744
H 4.6476 -2.1073 3.3236
H 4.1791 -2.6811 4.9347
H 3.5131 0.0317 3.6999
H 3.1616 -0.3917 5.3779
H -0.9012 0.8903 2.4788
H -0.0414 2.3050 3.0589
H -1.0590 0.0498 4.8418
H -1.8615 1.6201 4.6292
H -0.2568 1.5354 5.3911
C 5.1859 3.2916 2.8562
C 5.5325 2.6654 1.6646
C 4.5463 2.3209 0.7432
C 3.1902 2.5855 0.9726
C 2.8722 3.2177 2.1820
C 3.8465 3.5690 3.1112
Si 1.8472 2.0060 -0.2771
C 0.8926 3.6105 -0.7112
C 0.0040 4.2000 0.2013
C -0.7910 5.2885 -0.1394
C -0.7339 5.8139 -1.4258
C 0.1340 5.2497 -2.3531
C 0.9379 4.1698 -1.9948
H 5.9496 3.5628 3.5768
H 6.5751 2.4474 1.4515
H 4.8371 1.8281 -0.1813
H 1.8339 3.4486 2.4077
H 3.5612 4.0539 4.0387
H 2.7179 1.8541 -1.5008
H -0.0872 3.7838 1.2025
H -1.4693 5.7167 0.5920
H -1.3672 6.6481 -1.7057
H 0.1805 5.6484 -3.3609
H 1.6044 3.7367 -2.7360
Br -2.9160 2.3488 -5.1760
C -1.9190 1.6996 -3.6782
C -0.7664 0.9719 -3.8954
C -0.0435 0.5247 -2.7870
C -0.4307 0.7742 -1.4591
C -1.6120 1.5243 -1.3155
C -2.3568 1.9844 -2.3931
H -0.4356 0.7634 -4.9048
H 0.8765 -0.0246 -2.9760
H -1.9766 1.7715 -0.3209
H -3.2543 2.5689 -2.2427
O -1.8160 -1.3372 -0.3531
P -2.2317 -2.7555 -0.4648
N -3.0068 -2.9494 -1.9350
C -2.6486 -2.0637 -3.0627
C -2.0804 -3.0184 -4.1029
C -2.9861 -4.2483 -3.9455
C -3.2945 -4.3034 -2.4335
N -0.9517 -3.8406 -0.4775
C -0.6638 -4.8857 0.5216
C 0.7158 -5.3856 0.1122
C 1.4284 -4.1168 -0.3616
C 0.3252 -3.2699 -0.9923
N -3.3271 -3.1981 0.6874
C -3.6890 -2.2648 1.7752
C -3.8842 -3.1658 3.0219
C -3.4630 -4.5741 2.5660
C -3.7789 -4.5352 1.0720
H -1.9683 -1.2784 -2.7436
H -3.5473 -1.5801 -3.4602
H -1.0459 -3.2730 -3.8522
H -2.0995 -2.5987 -5.1100
H -2.5209 -5.1721 -4.2943
H -3.9087 -4.1017 -4.5133
H -2.6497 -5.0388 -1.9396
H -4.3345 -4.5878 -2.2466
H -1.4004 -5.6873 0.4729
H -0.6371 -4.4910 1.5399
H 0.6279 -6.1114 -0.7014
H 1.2272 -5.8631 0.9480
H 2.2281 -4.3196 -1.0742
H 1.8595 -3.5869 0.4834
H 0.3504 -3.3107 -2.0837
H 0.4047 -2.2184 -0.7145
H -4.6193 -1.7443 1.5286
H -2.9123 -1.5200 1.9030
H -4.9361 -3.1718 3.3138
H -3.2969 -2.8111 3.8705
H -3.9764 -5.3755 3.0994
H -2.3866 -4.6965 2.6956
H -4.8633 -4.6110 0.9234
H -3.3114 -5.3202 0.4849
*
```

Results of the Löwdin charge analysis, in e, for atoms 1 through 6: 0.26, -0.09, -0.31, -0.36, -0.14, 0.42